(1)
{"formula": "C5H11NO", "method": "ωB97M-V/def2-TZVPD", "e_above_lowest_kcal_mol": 92.3, "spin_multiplicity": 1, "e_tot_ha": -326.98433, "e_homo_ev": -8.42, "species": ["H", "H", "O", "C", "C", "H", "C", "H", "H", "H", "H", "H", "C", "C", "H", "N", "H", "H"], "positions_angstrom": [[-1.444, -0.360, 1.432], [-1.808, 1.361, 1.355], [0.371, 2.719, -0.130], [0.388, 1.559, -0.219], [1.768, 0.370, -0.550], [-1.517, -0.379, -1.146], [-1.898, 0.417, 0.814], [2.166, 0.861, -1.438], [0.095, -0.550, -1.054], [0.607, -1.242, 1.249], [-1.674, 1.300, -1.145], [-2.963, 0.189, 0.722], [1.062, -1.718, 0.368], [-1.230, 0.497, -0.556], [2.405, 0.451, 0.330], [1.159, -0.831, -0.788], [2.058, -2.060, 0.654], [0.454, -2.583, 0.104]]}

(2)
{"formula": "C3H5N3", "method": "ωB97M-V/def2-TZVPD", "e_above_lowest_kcal_mol": 111.9, "spin_multiplicity": 1, "e_tot_ha": -281.41174, "e_homo_ev": -7.63, "species": ["N", "C", "H", "N", "C", "H", "H", "C", "H", "N", "H"], "positions_angstrom": [[1.991, 0.120, 0.133], [-0.157, 0.065, -1.287], [-2.204, 0.138, 1.441], [-1.711, -1.508, 0.464], [0.714, 0.120, -0.328], [-0.343, -0.181, -2.325], [2.064, -0.089, 1.115], [-0.613, 0.594, 0.031], [-0.749, 1.627, 0.404], [-1.581, -0.344, 0.755], [2.639, -0.386, -0.452]]}

(3)
{"formula": "C44H110O22", "method": "ωB97M-V/def2-TZVPD", "e_above_lowest_kcal_mol": 25.8, "spin_multiplicity": 1, "e_tot_ha": -3397.17152, "smiles": "COCCOC.COCCOC.COCCOC.COCCOC.COCCOC.COCCOC.COCCOC.COCCOC.COCCOC.COCCOC.COCCOC", "e_homo_ev": -8.92, "species": ["H", "H", "O", "C", "H", "H", "H", "O", "H", "C", "H", "H", "H", "H", "H", "C", "H", "C", "C", "C", "H", "H", "H", "H", "C", "O", "H", "H", "O", "H", "H", "H", "H", "H", "H", "H", "H", "H", "H", "O", "C", "C", "H", "H", "H", "H", "O", "H", "H", "H", "H", "H", "H", "H", "C", "O", "C", "C", "O", "H", "O", "H", "H", "C", "H", "H", "C", "C", "C", "H", "H", "C", "H", "H", "H", "H", "H", "C", "H", "H", "C", "H", "C", "C", "C", "C", "H", "H", "H", "H", "H", "H", "H", "C", "H", "H", "C", "H", "C", "H", "O", "C", "H", "C", "C", "H", "H", "H", "O", "H", "H", "O", "H", "C", "H", "H", "C", "H", "H", "H", "C", "H", "H", "O", "C", "O", "H", "C", "C", "O", "H", "C", "C", "C", "H", "H", "H", "H", "H", "H", "H", "H", "C", "C", "C", "H", "H", "H", "C", "H", "H", "O", "H", "H", "H", "H", "O", "O", "O", "O", "H", "O", "H", "O", "H", "H", "C", "H", "C", "H", "H", "H", "H", "H", "H", "H"], "positions_angstrom": [[-3.488, 8.547, 17.633], [-8.786, 7.285, 27.257], [-12.456, 8.723, 24.594], [-3.468, 10.499, 18.414], [-9.595, 13.124, 20.100], [-6.490, 13.926, 21.750], [-9.816, 10.962, 26.464], [-4.571, 8.857, 27.569], [-12.173, 5.577, 23.475], [-4.970, 10.743, 24.282], [-6.543, 4.538, 24.178], [-6.321, 15.886, 21.102], [-13.352, 7.129, 25.328], [-8.518, 11.923, 20.796], [-3.616, 11.393, 20.907], [-0.971, 7.726, 18.361], [-6.400, 10.964, 18.144], [-6.370, 11.711, 16.111], [-11.309, 8.105, 27.683], [-9.134, 9.428, 24.583], [-7.750, 8.805, 33.371], [-9.175, 2.291, 26.613], [-8.654, 6.580, 28.819], [-9.114, 8.471, 25.126], [-12.886, 7.425, 24.383], [-8.253, 9.981, 31.302], [-3.923, 11.009, 17.561], [-0.039, 8.135, 17.916], [-5.179, 11.083, 15.844], [-14.058, 9.099, 25.833], [-9.352, 10.882, 29.819], [-9.131, 5.263, 25.344], [-10.187, 9.753, 24.564], [-10.968, 8.540, 26.758], [-2.871, 9.908, 20.947], [-3.297, 7.952, 21.428], [-5.847, 10.579, 14.023], [-8.011, 8.470, 20.874], [-2.358, 13.907, 33.981], [-5.561, 12.633, 30.373], [-6.451, 13.291, 20.858], [-7.415, 7.772, 33.414], [-6.666, 7.685, 34.178], [-4.988, 5.263, 24.225], [-6.171, 8.482, 24.615], [-3.691, 14.944, 33.498], [-7.725, 8.528, 22.949], [-6.680, 11.744, 31.821], [-4.395, 13.362, 20.858], [-4.044, 10.356, 14.223], [-4.760, 11.954, 14.000], [-6.969, 3.238, 25.562], [-8.794, 9.757, 18.623], [-9.914, 9.293, 30.316], [-5.260, 8.574, 25.192], [-1.763, 8.826, 18.839], [-7.585, 5.429, 21.096], [-5.165, 13.647, 20.136], [-8.287, 10.331, 25.149], [-9.695, 3.072, 28.111], [-6.247, 5.656, 25.855], [-4.305, 11.127, 29.693], [-11.309, 6.957, 23.011], [-4.675, 6.494, 20.018], [-6.063, 9.914, 26.805], [-6.179, 2.600, 27.055], [-7.247, 8.659, 21.665], [-9.384, 6.813, 28.040], [-11.803, 6.537, 23.887], [-2.205, 9.598, 16.991], [-5.084, 12.254, 28.423], [-5.648, 12.054, 31.625], [-7.016, 11.601, 15.219], [-12.325, 8.694, 29.482], [-3.873, 6.966, 26.966], [-7.587, 9.201, 29.585], [-13.159, 10.556, 25.157], [-8.047, 9.134, 18.098], [-4.866, 7.563, 19.809], [-5.051, 16.897, 20.323], [-3.406, 7.034, 21.953], [-5.545, 5.009, 27.588], [-7.085, 11.104, 17.297], [-5.202, 12.971, 32.696], [-5.220, 11.691, 29.364], [-5.745, 5.588, 19.538], [-7.671, 4.359, 21.027], [-8.448, 8.156, 17.908], [-5.262, 11.230, 25.222], [-5.485, 4.599, 20.000], [-4.777, 4.254, 26.223], [-6.089, 11.038, 29.190], [-14.275, 9.646, 24.161], [-3.445, 13.940, 33.795], [-4.779, 7.618, 25.080], [-8.606, 5.789, 21.171], [-8.864, 9.276, 23.150], [-8.672, 10.311, 22.866], [-8.762, 10.782, 26.423], [-3.550, 7.320, 23.004], [-10.335, 7.713, 28.617], [-4.921, 10.973, 14.460], [-4.210, 11.386, 23.837], [-3.836, 10.352, 20.748], [-5.285, 15.920, 20.769], [-5.138, 11.065, 31.663], [-6.441, 12.254, 21.127], [-8.660, 7.339, 31.104], [-7.572, 13.540, 20.071], [-9.809, 5.905, 27.611], [-8.977, 13.481, 21.626], [-10.872, 6.225, 24.937], [-9.149, 6.067, 23.823], [-5.650, 8.896, 26.653], [-13.711, 7.349, 23.654], [-12.649, 11.258, 30.037], [-6.725, 3.457, 26.606], [-7.218, 8.987, 18.808], [-4.581, 7.044, 28.563], [-5.672, 12.717, 33.672], [-13.553, 9.563, 24.989], [-7.282, 6.901, 30.210], [-6.413, 9.306, 30.894], [-7.615, 9.866, 16.975], [-3.947, 7.609, 27.850], [-5.047, 14.986, 19.763], [-1.513, 7.186, 17.587], [-12.820, 11.208, 28.937], [-7.600, 7.569, 30.983], [-7.110, 6.030, 19.925], [-2.468, 6.468, 21.910], [-6.039, 5.429, 24.474], [-8.690, 13.009, 20.701], [-2.722, 9.306, 17.904], [-0.621, 7.122, 19.216], [-6.282, 12.789, 16.332], [-4.555, 10.019, 21.511], [-8.301, 1.904, 28.117], [-12.666, 12.223, 28.554], [-10.054, 4.488, 24.077], [-10.180, 10.656, 31.356], [-3.840, 13.652, 34.769], [-9.765, 5.480, 24.500], [-7.442, 9.050, 30.656], [-12.317, 8.994, 28.399], [-6.386, 8.149, 26.965], [-8.256, 7.137, 33.796], [-8.393, 11.766, 26.537], [-9.460, 10.202, 30.678], [-5.627, 13.954, 32.540], [-9.719, 8.776, 22.689], [-11.959, 10.352, 28.279], [-5.821, 10.660, 23.571], [-7.147, 5.768, 22.034], [-6.393, 6.313, 23.995], [-6.863, 9.670, 21.482], [-7.897, 3.789, 27.328], [-3.866, 13.080, 32.787], [-4.553, 6.315, 21.405], [-4.340, 10.081, 19.472], [-11.933, 7.224, 27.373], [-6.869, 7.270, 32.204], [-4.626, 15.770, 21.652], [-4.360, 9.576, 24.648], [-7.903, 11.793, 17.605], [-4.992, 13.069, 19.215], [-5.759, 4.642, 26.594], [-13.896, 11.000, 28.808], [-8.817, 2.702, 27.588], [-6.405, 7.978, 21.525], [-5.740, 5.436, 18.447], [-2.997, 7.763, 28.300], [-13.319, 8.905, 27.998], [-8.538, 10.125, 27.254], [-3.747, 6.247, 19.473], [-2.707, 11.205, 18.780]]}

(4)
{"formula": "C5H10N2O", "method": "ωB97M-V/def2-TZVPD", "e_above_lowest_kcal_mol": 83.7, "spin_multiplicity": 1, "e_tot_ha": -381.15210, "smiles": "[H]/N=C(/N)[C@H]1CO1.C=C", "e_homo_ev": -8.84, "species": ["H", "H", "H", "H", "H", "N", "H", "C", "H", "C", "C", "O", "C", "C", "H", "N", "H", "H"], "positions_angstrom": [[2.615, 1.803, -1.042], [3.514, 0.947, 0.156], [-2.283, 1.269, 0.941], [0.148, 1.475, -0.969], [-1.012, 0.024, 2.649], [2.059, -0.983, 0.292], [-0.957, -0.139, -2.516], [-0.259, -0.519, -1.778], [1.301, -1.660, 0.307], [1.738, 0.106, -0.285], [0.423, 0.425, -0.903], [-0.812, -0.493, -0.454], [-2.387, 0.195, 1.040], [-1.800, -0.437, 2.080], [-3.252, -0.227, 0.542], [2.617, 1.162, -0.259], [0.257, -1.449, -2.014], [-1.908, -1.501, 2.212]]}

(5)
{"formula": "C4H4O3", "method": "ωB97M-V/def2-TZVPD", "e_above_lowest_kcal_mol": 66.6, "spin_multiplicity": 1, "e_tot_ha": -380.44093, "smiles": "O=CC1OC=CO1", "e_homo_ev": -8.43, "species": ["C", "C", "H", "H", "C", "H", "O", "H", "C", "O", "O"], "positions_angstrom": [[0.071, 0.779, -0.103], [-0.730, -0.627, 1.381], [-1.426, -1.282, 1.899], [1.227, -1.405, 1.857], [0.615, -0.663, 1.295], [0.472, -1.248, -0.960], [-0.209, 0.075, -2.399], [-0.045, 1.783, -0.419], [0.147, -0.200, -1.275], [-1.117, 0.438, 0.558], [1.220, 0.288, 0.570]]}

(6)
{"formula": "C11H10Cl2NO3S2", "method": "ωB97M-V/def2-TZVPD", "charge": -1, "spin_multiplicity": 1, "e_tot_ha": -2422.37663, "smiles": "O=C1C=C(Cl)C([O-])=C[C@]1(Cl)SC(=S)N1CCOCC1", "e_homo_ev": -3.22, "species": ["O", "H", "C", "Cl", "H", "H", "C", "O", "H", "H", "C", "Cl", "C", "C", "C", "H", "S", "H", "O", "C", "H", "S", "C", "C", "H", "N", "H", "C", "C"], "positions_angstrom": [[-0.191, 2.235, 3.393], [1.670, -2.893, -1.648], [0.560, 3.829, -0.474], [-1.997, 3.113, -1.062], [2.421, -3.295, -0.008], [-2.029, -2.910, 0.033], [-0.438, 2.595, -0.281], [0.695, 4.314, -1.583], [-1.170, -4.949, -0.833], [-2.019, -2.608, -1.725], [-0.579, 2.163, 1.100], [1.525, 4.666, 3.424], [0.868, -1.774, -0.026], [1.497, -3.053, -0.562], [-0.584, -4.049, -1.114], [1.508, -0.905, -0.258], [-2.695, -0.306, -0.662], [-0.322, -4.037, -2.192], [0.613, -4.157, -0.331], [1.145, 4.378, 0.757], [-1.256, 1.338, 1.235], [0.198, 0.992, -0.925], [0.030, 2.713, 2.270], [-1.033, -0.365, -0.720], [0.742, -1.864, 1.077], [-0.442, -1.606, -0.702], [1.734, 5.283, 0.647], [-1.366, -2.764, -0.846], [0.914, 3.918, 2.014]]}

(7)
{"formula": "C11H44N8O11", "method": "ωB97M-V/def2-TZVPD", "e_above_lowest_kcal_mol": 151.3, "spin_multiplicity": 1, "e_tot_ha": -1711.02225, "smiles": "NC(N)=O.NC(N)=O.NC(N)=O.NC(N)=O.CO.CO.CO.CO.CO.CO.CO", "e_homo_ev": -8.89, "species": ["O", "H", "N", "C", "H", "H", "H", "C", "N", "N", "H", "C", "H", "H", "O", "C", "H", "H", "H", "C", "H", "H", "O", "H", "N", "H", "H", "H", "N", "H", "H", "H", "H", "O", "H", "H", "H", "H", "N", "C", "O", "O", "H", "O", "H", "H", "O", "C", "O", "H", "O", "H", "H", "O", "C", "C", "H", "H", "H", "H", "H", "H", "H", "C", "H", "N", "H", "H", "N", "H", "C", "H", "H", "H"], "positions_angstrom": [[-0.136, -0.945, 0.655], [-0.914, 1.636, 2.259], [1.123, 3.686, 1.833], [-1.365, 2.048, 3.139], [-1.174, 1.371, 3.967], [2.321, 2.063, -3.064], [1.086, -0.742, -3.463], [-2.810, 1.333, -0.733], [0.836, -4.004, -0.413], [1.699, -1.464, 2.495], [0.339, 3.789, 2.509], [0.568, 0.184, 0.237], [2.372, -0.710, 2.750], [2.214, -2.360, 0.917], [-0.927, 3.348, 3.537], [-1.619, -1.307, 3.020], [-2.070, 0.838, -1.290], [0.867, 0.739, 1.129], [-2.175, 1.876, -0.048], [-2.276, -2.510, -0.606], [3.381, -2.203, 4.041], [0.519, 3.585, -3.629], [4.199, 1.953, -2.162], [4.061, 2.871, -2.017], [-2.386, -3.451, 0.329], [0.823, -4.144, 0.589], [-0.898, -1.703, -1.918], [3.399, 0.787, -3.696], [2.640, -2.849, 3.778], [-1.949, -1.480, 3.976], [-1.934, -0.832, 1.282], [2.578, 0.634, -2.093], [2.610, -3.753, 4.155], [-2.500, -0.820, 2.047], [-3.460, 0.715, -0.167], [-0.731, 2.704, -4.048], [-1.229, 3.566, 4.423], [-0.379, 3.910, -0.890], [-0.194, 3.882, 0.134], [1.713, -2.740, 2.860], [0.880, -3.791, 2.386], [1.994, -3.167, -2.301], [-1.134, -2.230, 2.644], [1.903, 2.706, -0.162], [-0.897, -1.450, -4.236], [-1.654, -0.392, -2.984], [-3.243, -1.526, -0.864], [-0.793, -0.540, -3.632], [0.357, -0.539, -2.855], [3.358, -2.212, -0.331], [-1.116, 3.689, -2.392], [-0.655, 0.351, -4.254], [-0.050, 0.823, -0.382], [-3.504, 2.268, -1.553], [3.072, 1.344, -2.752], [1.820, -3.335, -0.952], [-0.945, 4.234, 0.736], [-1.851, 3.169, -2.205], [-0.353, -3.142, -1.037], [0.460, -4.798, -0.945], [-3.201, -3.322, 0.991], [-0.223, -1.575, -0.080], [-0.814, -0.540, 3.127], [0.916, 3.395, 0.592], [0.116, 1.980, -2.727], [2.503, -2.709, -0.039], [1.387, -0.109, -0.322], [0.964, -1.184, 1.832], [-1.176, -2.496, -1.333], [-2.460, 2.113, 3.030], [-0.217, 2.938, -3.140], [-3.780, 1.782, -2.262], [1.888, 3.056, 2.211], [-1.774, -4.285, 0.371]]}

(8)
{"formula": "C6H12O", "method": "ωB97M-V/def2-TZVPD", "e_above_lowest_kcal_mol": 23.3, "spin_multiplicity": 1, "e_tot_ha": -311.02216, "smiles": "CC1(C)OC1(C)C", "e_homo_ev": -9.92, "species": ["H", "C", "H", "H", "H", "C", "C", "H", "H", "O", "H", "C", "H", "H", "C", "H", "H", "H", "C"], "positions_angstrom": [[-1.749, 1.849, -0.065], [0.745, -0.211, 0.165], [-0.691, 1.840, 1.358], [-2.364, -1.367, -0.122], [1.286, 1.662, 1.170], [-1.375, 1.233, 0.762], [-1.642, -0.799, -0.720], [2.329, 0.276, 1.511], [0.989, -2.103, -0.897], [-0.049, -0.856, 1.159], [2.391, -1.020, -1.033], [1.749, 0.779, 0.727], [-1.104, -1.514, -1.345], [-2.229, 0.970, 1.395], [1.300, -1.059, -0.968], [0.897, -0.634, -1.890], [-2.205, -0.131, -1.380], [2.450, 1.107, -0.047], [-0.728, -0.022, 0.217]]}

(9)
{"formula": "C13H46O10", "method": "ωB97M-V/def2-TZVPD", "e_above_lowest_kcal_mol": 333.6, "spin_multiplicity": 1, "e_tot_ha": -1274.73384, "e_homo_ev": -8.65, "species": ["O", "C", "H", "H", "C", "H", "H", "O", "C", "H", "H", "H", "H", "C", "H", "C", "H", "H", "H", "H", "H", "H", "H", "H", "H", "H", "H", "H", "H", "C", "H", "H", "H", "O", "H", "H", "C", "H", "H", "C", "H", "H", "H", "H", "C", "C", "O", "H", "O", "C", "H", "C", "H", "O", "H", "H", "H", "H", "H", "O", "H", "H", "O", "H", "H", "O", "O", "H", "C"], "positions_angstrom": [[0.247, -1.915, 3.197], [2.772, -0.916, 3.324], [-1.930, 4.098, 0.038], [-0.442, -2.593, -2.330], [-4.070, -1.207, -0.649], [1.664, -2.477, 0.832], [3.730, 1.045, 2.259], [-2.654, 3.979, -2.532], [-1.524, 3.283, -0.561], [1.726, -0.976, -2.439], [-3.013, -1.433, -0.508], [-0.300, -1.083, -1.859], [-1.445, -0.998, 3.524], [-4.349, 0.272, -0.291], [-0.177, 3.057, 3.345], [-1.391, 3.584, -2.083], [3.017, 0.055, 3.755], [2.332, -3.650, -0.229], [1.147, -1.632, 3.019], [-0.932, -1.034, 1.718], [0.993, 2.933, 2.085], [-0.650, 4.373, -2.213], [4.411, 1.543, 0.267], [-0.126, 0.026, 2.871], [3.598, -1.526, 2.960], [-0.790, -1.674, -0.322], [-0.049, 1.373, -0.941], [2.985, -1.991, -0.252], [-0.629, 3.702, 1.760], [-0.707, -0.755, -0.902], [-2.830, 3.827, -3.463], [-3.791, 1.011, -0.867], [-4.424, -2.858, 0.299], [0.401, -4.199, -1.394], [0.932, -3.480, -1.043], [0.859, 0.648, -2.708], [0.132, 0.462, -0.370], [-1.154, -4.130, -2.848], [1.767, 0.263, 0.513], [2.079, -2.592, -0.169], [-2.130, 2.441, -0.226], [-1.532, 1.703, 1.766], [-4.386, -1.462, -1.661], [-5.401, 0.556, -0.321], [-0.728, -3.592, -2.001], [-0.081, 2.910, 2.270], [-0.585, 1.642, 1.910], [-4.106, 0.421, 0.761], [1.832, -0.728, 2.249], [3.349, 1.301, 0.298], [-0.628, 2.926, -0.053], [1.738, 0.025, -2.870], [-1.744, -0.503, -1.124], [1.460, 0.076, -0.377], [2.423, -1.468, 4.197], [-1.037, 2.665, -2.549], [-1.417, -3.521, -1.160], [2.370, -0.375, 1.536], [2.919, 0.792, -0.565], [3.280, 0.575, 1.553], [2.870, 2.280, 0.331], [2.388, 0.580, -2.194], [-4.767, -1.962, 0.316], [-0.229, 0.670, 0.638], [0.881, -1.314, -1.013], [2.266, 0.136, -4.147], [1.032, -2.261, -1.048], [3.212, -0.010, -4.077], [-0.664, -0.916, 2.767]]}